Record 1
An isolated ion of composition C7H10N3 and charge +1 at a distorted geometry. Source: OMol25; level of theory: ωB97M-V/def2-TZVPD.

Positions of all 20 atoms, in Å:
N (-4.27129, -0.66540, 0.14750)
N (-3.14538, -0.28013, -0.35127)
C (-2.05417, 0.18312, -0.15339)
C (-0.79614, 0.42015, 0.00361)
C (-0.18121, 1.66415, -0.16714)
C (1.15843, 1.79390, -0.17406)
C (2.06816, 0.65343, -0.16801)
C (2.33891, -0.23628, 1.03897)
C (1.63614, -0.72875, -0.15345)
N (1.25489, -1.75264, -0.81677)
H (-4.33345, -0.94750, 1.16141)
H (-4.95406, -1.03398, -0.53828)
H (0.00889, -0.32332, 0.34487)
H (-0.78533, 2.57742, -0.34626)
H (1.63200, 2.81829, -0.07154)
H (2.93691, 0.83640, -0.64720)
H (3.33215, -0.48758, 1.24953)
H (1.76184, -0.00547, 1.89024)
H (1.44002, -2.75257, -0.49844)
H (0.95268, -1.73323, -1.75031)

Force components x, y, z for each atom (eV/Å):
N -1.8 -0.7 1.5
N 1.3 0.1 -1.3
C -2.7 -1.6 0.5
C 2.8 -0.6 0.7
C 0.9 2.5 -0.3
C -0.5 2.3 0.5
C -2.1 -0.2 1.3
C -1.1 0.0 -0.5
C 1.0 -0.1 0.1
N 1.7 -2.9 1.4
H 0.0 0.6 -1.7
H 0.9 0.3 1.0
H -2.5 0.5 -0.2
H 0.3 -0.7 0.4
H -0.6 -1.5 -0.6
H 2.7 0.3 -2.2
H 1.3 -0.8 0.1
H -0.8 0.0 0.9
H -0.5 1.9 0.0
H -0.6 0.6 -1.5

Net charge: +1
Relative energy (zero: lowest compared OMol25 entry of this formula, charge and spin) in kJ/mol: 574.0
Structure (SMILES): NN=C=C/C=C\[C@H]1CC1=[NH2+]
Max |F| in eV Å⁻¹: 3.62
E_LUMO in Ha: -0.16783

***

Record 2
A 2-piece molecular cluster, C7H10N3 overall at a distorted geometry. Source: OMol25; level of theory: ωB97M-V/def2-TZVPD.

Positions of all 20 atoms, in Å:
C (-2.41756, 1.25278, 0.08690)
C (-1.22343, 1.88800, -0.27467)
C (-2.57665, -0.08947, 0.24563)
C (-0.08128, 1.11577, -0.50495)
C (-1.38530, -0.84580, 0.11722)
C (-0.15836, -0.20897, -0.28316)
C (0.21486, -2.34814, -0.15186)
N (-1.08613, -2.20848, 0.16307)
N (0.77842, -1.21166, -0.44330)
N (3.52149, 0.94504, 0.27245)
H (-3.34250, 1.95667, 0.24930)
H (-1.23030, 2.90046, -0.43935)
H (-3.46499, -0.44628, 0.58103)
H (0.96392, 1.61427, -0.51395)
H (1.69532, -1.03485, -0.92835)
H (0.71780, -3.37486, -0.40565)
H (-1.75638, -2.92549, 0.31682)
H (4.43459, 1.24778, 0.25500)
H (3.46333, 0.13159, 0.98233)
H (2.93314, 1.64164, 0.67548)

Force components x, y, z for each atom (eV/Å):
C -2.1 2.8 -0.1
C 0.3 -3.1 -0.2
C 3.6 -0.2 -0.1
C 2.1 3.5 1.0
C 0.4 1.1 -0.9
C -2.2 -1.8 0.6
C 0.3 -4.2 -1.3
N 1.3 1.4 -0.2
N 1.2 1.2 -0.6
N -2.8 -3.6 1.3
H 1.9 -1.6 -0.3
H 0.2 2.3 -0.1
H -2.4 -1.4 0.7
H -1.9 -0.9 -0.8
H -1.1 -0.5 1.0
H -1.1 2.2 1.0
H -0.2 -0.8 0.2
H 2.4 0.9 0.0
H 0.4 1.8 -1.5
H -0.2 0.8 0.3

Net charge: +1
Relative energy (zero: lowest compared OMol25 entry of this formula, charge and spin) in kJ/mol: 5.6
Max |F| in eV Å⁻¹: 4.70
E_LUMO in Ha: -0.13496

***

Record 3
An isolated ion of composition C7H10N3O and charge +1 at a distorted geometry. Source: OMol25; level of theory: ωB97M-V/def2-TZVPD.

Positions of all 21 atoms, in Å:
N (-3.05832, 0.32248, 0.30751)
N (-2.51527, 1.27879, -0.40798)
C (-1.25264, 1.45453, -0.35179)
C (-0.04839, 0.78367, -0.13117)
C (0.98246, 1.30718, 0.72254)
C (2.31246, 0.95683, 0.65010)
C (2.72540, -0.10246, -0.23324)
C (1.76786, -0.76222, -0.83646)
C (0.35484, -0.53536, -0.57053)
N (-0.20839, -1.73322, 0.38718)
O (-1.48740, -1.93251, 0.37248)
H (-4.02597, 0.18693, 0.25600)
H (-2.36098, -0.21025, 0.80897)
H (-3.15901, 1.88568, -0.86060)
H (0.75362, 2.23210, 1.25345)
H (3.04061, 1.56595, 1.14618)
H (3.71206, -0.23591, -0.53337)
H (1.99045, -1.51608, -1.54276)
H (-0.14243, -0.75374, -1.53207)
H (0.26465, -2.59493, -0.13256)
H (0.35438, -1.59744, 1.22813)

Force components x, y, z for each atom (eV/Å):
N 0.1 -0.3 1.0
N 2.3 0.0 0.4
C 2.2 -1.2 -0.7
C -1.6 1.6 2.0
C 1.1 2.2 0.4
C -1.7 0.2 -0.2
C -0.7 1.1 0.4
C -0.1 -0.8 0.1
C -1.8 -1.7 -3.0
N 2.4 -1.8 -3.5
O -0.7 0.9 1.2
H -1.3 -0.3 0.1
H -0.5 -1.1 0.0
H -0.4 0.8 -0.9
H 0.0 -0.3 0.1
H 0.2 0.1 0.5
H 1.7 -0.2 0.0
H 0.2 -0.7 -0.7
H -0.2 -0.3 0.5
H -0.6 1.9 1.3
H -0.6 0.0 1.0

Net charge: +1
Relative energy (zero: lowest compared OMol25 entry of this formula, charge and spin) in kJ/mol: 755.0
Structure (SMILES): N[NH+]=C=C1C=CC=C[C@H]1[NH2+][O-]
Max |F| in eV Å⁻¹: 4.65
E_LUMO in Ha: -0.20141